1.
21
Properties=species:S:1:pos:R:3:forces:R:3 method="wB97M-V/def2-TZVPD" lumo_energy_ev=-0.4 e_homo_ev=-8.547 e_tot_ev=-152609.1322 homo_lumo_gap_ev=8.173 e_above_lowest_kcal_mol=62.2
C 0.87688 -0.87588 -0.28183 4.0068 -6.0402 1.9205
C -0.68494 3.10872 0.61253 1.6605 0.8400 3.3603
C -0.48327 1.63219 0.41759 0.4324 -0.3503 2.4741
C -0.13621 1.23742 -0.98198 1.6144 -0.7686 -1.3459
C -0.26906 -0.31685 -0.92877 0.8062 2.1789 -2.5840
C 0.51374 -2.67615 0.48080 -1.2018 3.3770 -1.4559
O 2.07100 -0.65332 -0.25906 -2.5141 0.8682 -0.0722
O -0.59558 -3.16743 -0.16537 0.6045 -1.8149 -0.4820
O 1.52951 -3.53283 0.66978 2.4235 2.1971 0.4414
Br -0.20431 -1.39277 -2.67809 -0.0738 1.1180 0.7818
Br -0.26702 -1.90133 2.16321 0.0726 -0.0815 0.8275
H 0.30591 3.69702 0.63287 -1.4392 -0.9051 -0.3856
H -1.10811 3.27658 1.69790 0.4632 -0.1126 -2.2460
H -1.31411 3.46209 -0.14501 -1.0980 1.0186 -0.8480
H 0.34748 1.33118 1.17510 -1.3132 0.0441 -1.4017
H -1.41203 1.09631 0.76206 0.7868 0.4520 -0.3265
H 0.94923 1.56601 -1.21005 -1.7550 -0.6455 0.0942
H -0.81118 1.62989 -1.76760 0.2605 -0.0200 0.5731
H -1.21524 -0.49513 -0.53097 -1.2197 -1.0873 0.7426
H -0.48300 -4.07077 -0.58406 0.2962 1.4663 0.8511
H 2.39031 -2.95495 0.92097 -2.8128 -1.7344 -0.9189

2.
20
Properties=species:S:1:pos:R:3:forces:R:3 method="wB97M-V/def2-TZVPD" lumo_energy_ev=-3.6 e_homo_ev=-13.427 e_tot_ev=-92478.2727 homo_lumo_gap_ev=9.811 e_above_lowest_kcal_mol=11.7 total_charge=+1
C 1.51052 -0.28114 1.20465 -1.1483 2.5779 -5.0837
C 1.94468 0.74749 0.45865 4.0062 1.9510 1.3271
C 0.45049 -0.90942 0.38115 2.1156 -0.2680 -0.4023
C 1.43203 0.81773 -0.89333 -0.5223 -2.3118 -0.7077
C 0.81761 2.05653 -1.44130 -2.1382 0.8704 -0.8502
C -0.87284 -1.21706 1.03833 1.7537 -0.6436 0.5743
N -1.68892 -1.64011 -0.08954 -1.1587 1.1922 0.3634
O 0.37865 -0.17754 -0.76606 -1.3802 -0.0186 -0.9309
Cl 1.04399 -2.64042 -0.20811 -0.0446 0.1807 0.2787
Br 2.87509 0.09764 -2.13239 -0.7037 0.3665 0.6451
H 1.66059 -0.42148 2.16257 1.0722 -1.1134 4.5367
H 2.84264 1.50963 0.59816 -2.0789 -1.8085 0.5513
H 1.21157 2.94354 -0.89501 -0.4049 -0.5248 -0.5477
H -0.33853 1.89027 -1.20445 2.4225 0.9533 -0.5710
H 0.93777 2.19886 -2.58201 -0.1331 -0.3389 2.0274
H -1.27339 -0.30813 1.49436 -0.0719 -0.5151 0.4094
H -0.57624 -2.12728 1.64241 -1.1857 1.3586 0.0516
H -2.58231 -2.01141 0.19890 -0.0909 -1.1521 -0.0873
H -1.01400 -2.18999 -0.63347 -0.5938 -0.9296 -0.7323
H -1.95665 -0.78636 -0.56585 0.2852 0.1737 -0.8519

3.
21
Properties=species:S:1:pos:R:3:forces:R:3 method="wB97M-V/def2-TZVPD" lumo_energy_ev=0.7 e_homo_ev=-7.766 e_tot_ev=-82943.7222 homo_lumo_gap_ev=8.474 e_above_lowest_kcal_mol=0.0
O 1.35417 -0.60054 -0.08073 -1.2255 -0.3404 0.1997
Br -3.69707 1.70871 1.72032 -0.0674 0.2992 0.8453
C 0.24375 -0.24561 0.36475 3.4208 0.4330 -1.6765
C -2.05261 0.30923 0.02341 1.7438 0.5165 0.6691
C -2.10929 0.81733 1.26270 1.2408 -0.7673 1.1686
N -3.06195 0.53430 -0.81220 -1.6779 0.2730 -2.3923
N -0.85768 -0.28574 -0.49493 -1.4163 1.5424 2.7675
N 0.24386 0.39760 1.55321 -1.1071 1.1061 1.5029
C -0.69742 -0.89568 -1.78042 -1.4758 -2.0147 0.0863
C 1.50555 0.62299 2.31291 0.0314 -0.7929 -2.7872
C -0.98393 0.64871 2.30033 -1.4676 -2.4995 -2.5281
H -2.74521 0.50487 -1.78497 -0.9329 0.4264 0.5208
H -3.76936 1.25028 -0.48819 1.3300 -1.2780 -1.0270
H 0.25254 -0.69724 -2.17135 1.3024 0.8002 -0.6044
H -1.50165 -0.65748 -2.53332 0.8427 -0.2593 1.0532
H -0.65206 -1.98634 -1.55900 -0.4237 0.3788 -0.8076
H 1.96034 -0.33008 2.34862 0.8392 -1.0397 0.3916
H 1.39261 0.99885 3.28445 -0.8885 0.5409 1.2097
H 2.22218 1.25109 1.77021 -0.4451 0.0580 -0.0971
H -0.91291 1.51724 2.83260 0.3863 2.2729 1.5331
H -1.18725 -0.19978 2.98294 -0.0097 0.3445 -0.0278

4.
21
Properties=species:S:1:pos:R:3:forces:R:3 method="wB97M-V/def2-TZVPD" lumo_energy_ev="-3.7 / -5.1" e_homo_ev="-11.704 / -10.144" e_tot_ev=-82376.7241 homo_lumo_gap_ev="8.041 / 5.088" e_above_lowest_kcal_mol=62.1 total_charge=+1
C -1.23650 1.19693 1.06985 -0.8750 -0.0273 -1.1960
C 0.00397 1.69979 1.18626 3.4330 0.8063 -1.2932
C -2.05544 0.84868 -0.02776 0.7343 0.2288 -0.1958
C 1.13081 -0.67297 -0.36068 0.4682 2.4493 -1.1100
C 1.20159 -2.05391 -0.34109 0.0013 -0.3697 1.7691
C 1.08634 1.85045 0.11122 -2.1133 0.1182 -1.2228
N 1.57274 0.46242 -0.43024 -1.1490 -1.3299 0.2986
N 1.48738 -2.50295 0.93388 1.4893 0.8677 0.4780
N -1.80844 1.22405 -1.31317 3.3416 3.5310 2.5599
N 0.83328 -2.93821 -1.26050 -0.2680 -1.7261 -1.4607
Br -3.63175 -0.13102 0.28232 0.1743 0.0870 -0.0552
H -1.74619 1.15669 1.96995 -0.9573 -0.4626 1.7517
H 0.48814 1.95360 2.12452 -0.8880 -0.2499 0.3854
H 0.68219 2.53632 -0.74035 1.0998 -1.7121 0.9878
H 2.02975 2.26406 0.44213 -0.1661 0.2326 0.3373
H 2.04080 -1.76811 1.46772 -1.0282 -1.7855 -0.5929
H 1.74348 -3.48924 1.10661 -0.1626 1.0179 -0.2821
H -2.31804 0.93803 -2.04134 -2.6508 -1.6860 -2.9443
H -1.44432 2.21221 -1.50235 -0.5845 -2.0307 0.7511
H 0.59614 -2.73513 -2.23230 0.1947 0.5071 0.7172
H 0.94515 -3.96661 -1.12560 -0.0936 1.5340 0.3170

5.
17
Properties=species:S:1:pos:R:3:forces:R:3 method="wB97M-V/def2-TZVPD" lumo_energy_ev="0.8 / -0.1" e_homo_ev="-7.428 / -9.784" e_tot_ev=-18904.4490 homo_lumo_gap_ev="8.243 / 9.716" e_above_lowest_kcal_mol=2.9 multiplicity=2
Cl -0.37759 0.36527 -4.39095 -0.8722 -0.1337 -1.6929
H 0.18155 0.44238 -3.30109 0.8637 0.1427 1.7284
C -1.61705 0.13544 0.39445 1.0332 0.6697 -1.6541
C -0.79157 -1.13902 0.32325 -0.2710 -0.6991 0.3334
C 0.69947 -1.14605 0.69263 -0.2960 0.6140 0.5766
C 1.37404 0.19623 0.42594 0.4893 -0.0420 0.8796
C 0.47407 1.36757 0.76228 -0.0867 -0.1953 -0.0070
C -0.91191 1.33418 0.63648 0.3810 -0.3362 -0.3995
H -2.56181 0.10427 -0.22312 0.8480 0.2218 1.3178
H -1.18948 -1.82252 1.09822 -0.4911 -0.2579 -1.0254
H -0.84612 -1.53330 -0.70897 -0.5666 -0.1888 0.5401
H 0.77889 -1.37834 1.75723 0.0232 0.2070 0.0682
H 1.21031 -1.98239 0.20600 -0.1057 0.2112 -0.1840
H 2.20280 0.28281 1.16248 0.0780 -0.1089 -0.9582
H 1.76396 0.17040 -0.62124 -0.1570 0.5868 0.7165
H 0.94866 2.26879 1.18152 -0.2339 -0.3595 -0.5818
H -1.33823 2.33429 0.60488 -0.6364 -0.3318 0.3423

6.
18
Properties=species:S:1:pos:R:3:forces:R:3 method="wB97M-V/def2-TZVPD" lumo_energy_ev=0.8 e_homo_ev=-9.484 e_tot_ev=-31426.4503 homo_lumo_gap_ev=10.312 e_above_lowest_kcal_mol=59.8
C 0.71520 0.24596 -0.37423 -5.0912 0.9153 1.4271
C 0.63543 -0.26067 -1.58399 1.1023 -0.2609 0.2105
C 1.88199 -0.47723 -2.39675 -0.3992 -0.0911 1.0023
C -1.62422 -0.85375 1.00252 3.0698 1.9813 0.5578
C -0.23716 0.90775 2.01681 -0.6847 2.7839 0.5923
C -0.88767 0.48048 0.69747 4.3806 -1.2703 0.1701
Cl -0.78465 -0.86196 -2.31659 -0.6586 -0.1659 -0.1277
Cl -1.99931 1.70543 0.11957 0.1024 0.1480 -0.3286
H 1.56337 0.82466 -0.06458 0.2785 -0.1418 0.5264
H 1.87583 -1.56866 -2.59858 0.4679 0.6871 -0.2702
H 1.73279 0.12242 -3.32435 0.9591 -0.4772 0.5594
H 2.70448 -0.22651 -1.64186 -0.6036 -0.1231 -1.8832
H -2.13225 -0.98757 0.13098 -1.5350 -1.8529 -2.0947
H -2.21716 -0.82116 1.88147 -1.0068 0.6459 0.5626
H -0.78959 -1.46923 1.31436 -0.0742 -1.0220 -0.7582
H -1.07087 0.69712 2.69632 0.5927 0.3505 0.7102
H -0.07966 2.05205 2.03654 -0.2092 -1.6982 -0.0687
H 0.71345 0.49088 2.40491 -0.6908 -0.4086 -0.7872

7.
23
Properties=species:S:1:pos:R:3:forces:R:3 method="wB97M-V/def2-TZVPD" lumo_energy_ev="0.2 / 0.2" e_homo_ev="-8.854 / -8.853" e_tot_ev=-41887.2956 homo_lumo_gap_ev="9.031 / 9.030"
C -0.66202 1.03513 -0.28553 1.7176 0.0360 2.3877
C -2.74307 0.38225 0.55752 -0.5291 0.2706 -0.7835
C -2.55772 -0.72144 -0.53972 3.8843 1.4473 -0.0288
C 3.51006 0.58870 -0.23417 -2.4968 -0.9021 0.0217
C 0.39505 -1.17454 -0.46907 2.8622 1.6465 -0.7703
C 1.53877 -0.71846 0.60392 -1.1451 -0.5213 -0.1608
N -1.53039 0.90360 0.92194 1.4660 -0.1436 -0.5165
N -0.51999 -0.19195 -0.94664 -3.9831 -0.9864 -0.3236
O 2.19419 0.53783 0.40654 -0.2023 -0.2314 0.2733
F -3.32623 -0.00490 1.71355 -1.0030 -0.5808 -0.3418
F -3.14360 -0.63633 -1.71078 -0.3279 0.3028 0.2624
Cl -3.80575 1.67949 -0.20835 -0.3656 -0.1744 0.1653
Cl -2.46827 -2.26355 0.06458 -0.4251 -1.4090 0.5281
H -1.12933 1.74748 -0.90330 -0.2289 1.0521 -1.1552
H 0.36896 1.31086 0.06502 -1.1591 0.4829 -0.3658
H 3.30912 0.25624 -1.28944 0.6140 1.7701 0.2478
H 4.05940 -0.27924 0.06090 0.9657 -0.2581 1.0832
H 3.89508 1.57646 0.14380 0.0313 -1.1600 -1.3606
H 1.05365 -1.41814 -1.39143 -1.2495 -0.2700 1.2602
H -0.12750 -2.04751 -0.09828 0.2254 -0.4552 0.1175
H 2.23659 -1.52101 0.43709 0.6298 -0.4180 0.3539
H 1.15122 -0.79597 1.65653 0.3494 0.4282 -0.9500
H -1.69824 1.75501 1.44535 0.3697 0.0738 0.0557

8.
25
Properties=species:S:1:pos:R:3:forces:R:3 method="wB97M-V/def2-TZVPD" lumo_energy_ev="-1.0 / -0.2" e_homo_ev="-8.875 / -9.750" e_tot_ev=-45205.0930 homo_lumo_gap_ev="7.902 / 9.573" e_above_lowest_kcal_mol=111.6
C -2.94377 -1.74586 1.70674 -1.7426 -1.7851 -0.2061
C -0.58301 2.54989 -0.83238 0.5859 -0.7498 -2.1193
C -2.33886 -0.49654 1.04091 -1.1130 -2.4306 -0.7257
C 0.53941 1.62699 -1.36025 -0.9469 3.0139 0.4647
C 1.12049 -1.91185 0.03108 -0.3502 -0.3814 1.7332
C 4.39212 0.27259 -0.34119 2.3867 -0.2503 -1.3741
O -0.84460 -0.99544 -1.62303 -0.3926 0.0810 -0.6656
O -0.92460 -0.55159 0.91729 0.3748 -0.1727 0.5952
O 0.77719 0.63061 -0.41414 -0.1987 -1.7853 -0.2447
F 1.65123 -2.68864 -0.85691 0.4856 -0.3287 -1.1032
F 0.83430 -2.63804 1.12453 0.1517 0.2088 -0.0755
F 5.37431 -0.67616 -0.33753 -1.3868 0.5817 0.4212
F 4.87292 1.23986 -1.15813 -0.9380 -0.3943 0.6474
P -0.10488 -0.68644 -0.41014 -0.0020 0.3598 0.2935
Cl 3.88690 0.81134 1.17903 -0.1147 0.0486 0.3146
H -2.32310 -2.09094 2.54309 -0.3641 0.2331 0.0593
H -4.04083 -1.49997 2.05806 2.2339 -0.3167 -0.4514
H -3.10321 -2.70831 1.02955 0.6478 2.2141 0.9831
H -1.40687 1.88151 -0.78478 -1.1160 -0.3432 0.7581
H -0.31379 3.03478 0.04273 0.2648 0.5047 2.0257
H -0.91094 3.32853 -1.51420 0.3410 0.0338 -0.4909
H -2.58101 0.31775 1.68875 -0.1250 0.9222 -0.2249
H -2.78590 -0.56372 0.03769 0.1144 1.2046 0.2293
H 1.47254 2.09808 -1.38480 1.3621 1.2301 -0.2137
H 0.28396 1.46158 -2.38197 -0.1581 -1.6984 -0.6300

9.
19
Properties=species:S:1:pos:R:3:forces:R:3 method="wB97M-V/def2-TZVPD" lumo_energy_ev="-4.2 / -5.5" e_homo_ev="-10.929 / -10.012" e_tot_ev=-21876.2723 homo_lumo_gap_ev="6.773 / 4.467" e_above_lowest_kcal_mol=97.0 total_charge=+1
C -0.45310 -1.10386 1.41842 -0.0831 0.0861 -0.0899
C -0.70245 0.19312 1.08500 -0.2679 -1.2355 1.0026
C -1.16918 -1.68156 -0.89780 -0.5175 -1.5539 0.2865
C -0.53873 -2.24245 0.40285 0.6961 0.8441 0.1376
C -1.11078 0.57108 -0.20571 0.2870 0.0755 -1.6859
C 1.86156 1.20184 -0.34832 -0.0727 2.6968 1.6911
N -1.41482 -0.41744 -1.14086 1.5952 1.5237 3.4282
N 2.19282 2.53344 -0.24570 -2.4513 -4.4310 -2.3205
Cl -1.40124 2.19870 -0.70832 -0.1669 -0.3652 0.2111
H -0.03597 -1.38389 2.40005 -0.6836 0.3557 -0.4072
H -0.73631 0.95342 1.84817 0.4273 0.2041 0.0530
H -1.71514 -2.28821 -1.60099 0.3987 -0.6651 -0.0603
H 0.51106 -2.61659 0.37432 -0.3970 0.1522 -1.0987
H -1.03228 -3.16162 0.78796 -0.3911 0.7911 -0.3495
H 1.41319 0.92765 -1.24671 -0.5705 -0.5532 -1.3656
H 1.77382 0.52641 0.50193 0.9155 0.2540 -0.2031
H 1.70667 3.05464 -0.98507 1.2417 0.6043 0.7586
H 2.77352 2.82028 0.47978 0.6282 1.2986 1.2909
H -1.92264 -0.08498 -1.91899 -0.5881 -0.0824 -1.2789

10.
19
Properties=species:S:1:pos:R:3:forces:R:3 method="wB97M-V/def2-TZVPD" lumo_energy_ev=0.7 e_homo_ev=-8.893 e_tot_ev=-39029.4999 homo_lumo_gap_ev=9.621 e_above_lowest_kcal_mol=4.6
C 3.03776 0.16308 0.01562 1.0026 -1.3961 2.0005
C 2.70558 -0.74490 -1.06460 -1.6788 1.4910 -1.8229
C -2.34447 -0.33527 0.48756 -0.0003 1.3364 1.7328
C -1.32009 0.45903 0.92654 -0.9348 -1.5226 -0.4678
C -3.71826 -0.46482 1.25321 1.1406 -1.3516 -2.5518
C 2.05061 -0.29348 -2.17805 2.4095 -1.0065 0.6147
P 0.12765 0.77861 -0.19664 -1.0034 -0.2699 1.6504
S 1.64179 0.26811 1.23061 -0.3566 0.1765 -0.7660
Cl -0.12180 2.82227 0.05419 0.3765 0.6029 -0.2051
H 3.87457 -0.30250 0.57502 -0.4312 0.4824 0.1029
H 3.34378 1.12425 -0.24017 0.3025 1.6930 -0.6801
H 2.82126 -1.77522 -0.75751 -0.4119 -0.2937 -0.6378
H -2.32377 -0.75865 -0.51898 0.1037 0.0284 0.2706
H -1.34720 0.94076 1.93143 -0.0016 -0.3867 -0.8788
H -3.71368 -0.47315 2.31326 0.3563 0.3735 0.8924
H -4.28178 -1.35913 0.91696 0.6255 0.1271 0.2339
H -4.30387 0.31043 0.81892 -0.6434 1.0517 0.1851
H 1.80012 -1.03557 -2.87207 -0.7141 -1.1855 -0.9574
H 2.07179 0.67615 -2.69528 -0.1409 0.0497 1.2843

11.
25
Properties=species:S:1:pos:R:3:forces:R:3 method="wB97M-V/def2-TZVPD" lumo_energy_ev=-4.9 e_homo_ev=-13.761 e_tot_ev=-27038.4888 homo_lumo_gap_ev=8.849 e_above_lowest_kcal_mol=0.0 total_charge=+1
C -2.05839 0.47595 -0.98506 3.7126 0.6103 0.5992
C -4.54168 0.35554 -1.26885 -1.3607 -0.8815 2.1905
C 3.68645 -0.74582 -0.33227 1.2800 3.6282 2.1356
C 2.79327 0.94647 -1.90886 -0.5844 -0.8721 1.2017
C -1.48943 -0.99391 0.89380 1.5331 -1.3211 0.4549
C -1.22025 0.19061 1.85204 1.9407 -0.2963 0.2225
N -3.17903 0.64738 -1.08827 -2.4091 0.1875 -0.2299
N 2.73199 0.17712 -0.84405 -1.1544 2.4578 -2.6874
O -0.89114 0.41799 -0.67929 -0.5571 0.1489 -1.3890
O -2.47755 -1.50442 0.51430 0.1476 0.3636 0.5393
F -0.25117 -1.59026 0.71890 -0.9036 -0.0884 0.0956
F -1.98837 1.21527 1.65280 -1.0577 0.5434 0.1547
F 0.07184 0.63265 1.71416 -0.7756 -0.3151 0.1077
F -1.31334 -0.26725 3.09919 -0.4139 0.0920 0.0457
F 2.76757 -0.20227 2.57499 0.3016 -1.1894 1.6706
H -4.79927 0.86376 -2.14243 -1.1073 0.5097 -1.3864
H -4.73297 -0.73365 -1.30699 0.3676 0.5372 -0.3519
H -5.18833 0.69751 -0.38988 1.1471 -0.0449 -1.1784
H 4.41850 -0.85095 -1.04219 1.6483 -1.2742 -1.5936
H 4.16547 -0.25534 0.55542 -0.2624 -0.2642 -0.6250
H 3.15433 -1.49814 0.10010 -1.0713 -2.7839 0.4801
H 3.73407 1.09706 -2.48327 -0.6946 -0.5664 0.5553
H 1.85876 1.45602 -2.28330 1.1349 -0.4505 0.8827
H 1.87089 0.18853 -0.30767 -0.5794 0.0983 -0.1784
H 2.87777 -0.71985 3.38667 -0.2820 1.1712 -1.7164

12.
18
Properties=species:S:1:pos:R:3:forces:R:3 method="wB97M-V/def2-TZVPD" lumo_energy_ev="1.0 / -1.8" e_homo_ev="-5.863 / -9.468" e_tot_ev=-18385.6135 homo_lumo_gap_ev="6.871 / 7.642" e_above_lowest_kcal_mol=41.4 multiplicity=3
C -0.86534 -0.43279 0.41155 2.0216 -0.5329 -0.5145
C 0.33260 0.43909 -0.07127 -3.2285 -5.7503 3.3488
C -1.03709 -0.93465 1.66858 -0.2086 1.6521 -0.8462
C 0.98619 0.03971 -1.35905 1.0683 1.5525 -0.1803
C -1.71212 -1.04334 -0.63305 -0.7326 1.9947 -3.6518
C 1.13808 0.89008 1.00852 -0.0508 2.8686 2.4741
F 1.73241 2.58472 -1.50085 -0.4229 -0.5059 0.0323
P 0.41961 1.71735 -1.94951 0.6487 0.8807 -3.0037
H -0.44226 -0.49442 2.41278 0.7041 0.0429 1.2377
H -1.89018 -1.50802 2.01995 0.1409 -0.1273 -0.4885
H 2.10919 0.04998 -1.29865 -0.9356 0.3608 0.2275
H 0.77793 -0.91933 -1.85891 -0.8590 0.6928 0.1735
H -1.74351 -0.20272 -1.55395 -0.4916 -2.1806 2.1721
H -2.74029 -1.18313 -0.21925 0.7953 -0.2099 -0.7723
H -1.29378 -1.94595 -1.17597 -0.5255 0.7952 1.0164
H 0.67669 0.94939 2.03966 -0.1927 0.6364 -1.4693
H 1.70898 1.80328 0.80885 -0.1822 0.0586 0.0747
H 1.84289 0.19073 1.25058 2.4511 -2.2283 0.1695